[1]
C42H37N3O2P2SY as an isolated structure at a distorted geometry. Source: OMol25; level of theory: the ωB97M-V functional and the def2-TZVPD basis.

Calculated values
F_max in eV/A: 2.2
Charge: +1
Energy relative to the best compared isomer or geometry (same formula, charge and spin) in kcal per mole: 0.0
2S+1: 1
E_LUMO in eV: -3.0
Energy in a.u.: -3056.500316

Each line ends with the Löwdin charge.
Geometry (Å):
1 Y -0.37 -0.29 0.54  1.58
2 S 2.05 0.23 -1.14  0.66
3 P -3.23 -1.27 -2.21  1.07
4 P -0.02 0.81 3.22  1.01
5 O 3.36 0.57 -0.66  -0.25
6 O 0.88 1.17 -0.88  -0.43
7 N 1.38 -1.11 -0.60  -0.22
8 N -2.87 0.21 1.05  -0.04
9 N 1.00 -1.95 1.45  -0.03
10 C -1.92 1.20 3.12  -0.26
11 C 1.18 0.66 -3.71  -0.04
12 C 1.02 0.13 -4.97  -0.03
13 C -2.61 3.12 -3.53  -0.06
14 C 0.34 -4.07 -1.52  -0.08
15 C -3.56 -0.81 3.01  -0.07
16 C 0.30 2.81 5.13  -0.07
17 C -2.20 1.31 -1.96  -0.13
18 C 2.27 1.94 2.07  -0.09
19 C -2.77 0.20 2.45  -0.46
20 C -1.69 -2.07 -1.72  -0.43
21 C 2.32 4.00 0.78  -0.05
22 C 0.84 2.02 2.18  -0.46
23 C 2.96 2.90 1.34  -0.08
24 C -3.36 2.26 -4.32  -0.08
25 C 2.48 -3.48 2.62  -0.04
26 C 0.41 1.43 4.85  -0.39
27 C -1.97 2.63 -2.36  -0.07
28 C 0.57 3.26 6.42  -0.07
29 C 1.87 -0.87 -5.45  -0.25
30 C 2.90 -1.34 -4.64  -0.03
31 C -1.55 -2.90 -0.55  -0.14
32 C 0.95 4.15 1.00  -0.06
33 C -2.91 0.42 -2.77  -0.40
34 C 0.80 0.55 5.87  -0.09
35 C -3.81 -0.77 0.73  -0.40
36 C 3.38 -3.43 1.53  -0.02
37 C -3.49 0.91 -3.99  -0.08
38 C -4.23 -1.44 1.93  -0.07
39 C 0.96 1.02 7.17  -0.07
40 C 1.72 -1.41 -6.86  -0.04
41 C -0.78 -2.34 -2.80  -0.10
42 C 2.13 0.07 -2.89  -0.29
43 C 0.84 2.38 7.45  -0.07
44 C -0.60 -3.93 -0.51  -0.09
45 C 0.23 -3.29 -2.68  -0.06
46 C -4.32 -0.98 -0.65  -0.27
47 C 1.32 -2.71 2.55  -0.10
48 C 1.90 -1.86 0.43  -0.41
49 C 3.04 -0.86 -3.34  -0.05
50 C 0.19 3.16 1.66  -0.11
51 C 3.12 -2.59 0.43  0.02
52 H 0.96 -2.20 -6.90  0.09
53 H -0.88 3.29 1.74  0.09
54 H 2.88 4.74 0.19  0.12
55 H -3.85 2.62 -5.23  0.11
56 H 0.59 1.51 -3.37  0.11
57 H 0.95 -0.50 5.60  0.09
58 H -4.89 -0.08 -0.98  0.09
59 H 0.22 0.50 -5.63  0.13
60 H -5.03 -1.82 -0.65  0.08
61 H 0.93 2.74 8.48  0.11
62 H -1.78 0.97 -0.97  0.03
63 H 2.67 -4.07 3.50  0.11
64 H -4.03 0.23 -4.64  0.10
65 H -0.03 3.47 4.33  0.11
66 H -3.67 -1.06 4.06  0.10
67 H 3.81 -1.23 -2.66  0.12
68 H 4.28 -4.04 1.50  0.12
69 H -2.25 1.29 4.17  0.10
70 H 0.93 -3.43 -3.52  0.11
71 H 0.43 5.06 0.67  0.11
72 H -0.90 -1.75 -3.71  0.10
73 H 1.19 0.31 7.97  0.11
74 H -2.33 -2.88 0.22  0.10
75 H 3.60 -2.10 -5.00  0.12
76 H 4.03 2.77 1.20  0.12
77 H 0.58 4.35 6.58  0.12
78 H -4.91 -2.27 2.03  0.10
79 H 2.66 -1.85 -7.23  0.08
80 H 1.42 -0.61 -7.54  0.08
81 H 0.60 -2.65 3.36  0.11
82 H 1.17 -4.77 -1.42  0.11
83 H -1.31 3.26 -1.76  0.10
84 H -2.44 4.16 -3.82  0.11
85 H -2.05 2.20 2.68  0.07
86 H 3.82 -2.46 -0.38  0.11
87 H 2.80 1.09 2.51  0.12
88 H -0.62 -4.57 0.37  0.11

[2]
A single C18H20ClNO6S molecule. Source: OMol25; level of theory: the ωB97M-V functional and the def2-TZVPD basis.

Calculated values
F_max in eV/A: 0.9
Energy relative to the best compared isomer or geometry (same formula, charge and spin) in kcal per mole: 0.0
2S+1: 1
E_LUMO in eV: 0.4
Energy in a.u.: -2062.455684

Each line ends with the Löwdin charge.
Geometry (Å):
1 Cl 0.17 2.29 0.46  0.75
2 S 6.00 -0.02 0.22  0.65
3 O 6.33 -0.26 -1.16  -0.31
4 O -4.52 0.55 1.22  -0.05
5 O 1.79 -2.24 -1.38  0.09
6 O 6.86 0.84 0.98  -0.32
7 O -3.59 1.97 -1.08  -0.11
8 O -3.63 -1.75 1.79  -0.06
9 N 0.95 -0.16 -0.94  0.12
10 C -3.23 -3.05 2.16  -0.08
11 C 3.32 -0.02 -0.36  0.02
12 C 2.02 0.46 -0.31  -0.22
13 C 0.88 -1.44 -1.41  -0.44
14 C -4.74 1.94 1.36  -0.07
15 C 4.09 1.81 1.01  -0.05
16 C -2.11 -1.80 -0.11  0.03
17 C 2.80 2.32 1.05  -0.08
18 C -3.07 0.74 -0.77  -0.19
19 C -3.56 0.09 0.36  -0.13
20 C 1.78 1.65 0.40  -0.56
21 C -2.09 0.12 -1.54  -0.02
22 C -3.08 -1.20 0.68  -0.18
23 C -1.61 -1.14 -1.22  -0.24
24 C 4.33 0.65 0.30  -0.27
25 C 5.85 -1.61 1.08  -0.12
26 C -0.49 -1.76 -2.01  -0.04
27 C -3.03 2.69 -2.15  -0.08
28 H 4.91 2.30 1.50  0.11
29 H -0.49 -1.37 -3.03  0.13
30 H -3.81 -3.30 3.04  0.10
31 H -1.72 0.61 -2.43  0.11
32 H 5.53 -1.41 2.09  0.07
33 H -0.58 -2.84 -2.06  0.13
34 H 3.54 -0.92 -0.92  0.11
35 H 0.08 0.36 -0.92  0.07
36 H 6.83 -2.08 1.07  0.07
37 H -3.80 2.48 1.50  0.10
38 H -1.73 -2.78 0.14  0.12
39 H -2.17 -3.10 2.40  0.10
40 H -3.18 2.19 -3.11  0.10
41 H 5.14 -2.22 0.55  0.06
42 H -3.46 -3.78 1.37  0.10
43 H -3.56 3.65 -2.17  0.10
44 H -5.27 2.36 0.51  0.09
45 H -5.34 2.04 2.26  0.10
46 H 2.59 3.23 1.58  0.11
47 H -1.96 2.88 -2.00  0.09

[3]
C26H37Cl2N3O5S3ScSi2Te as an isolated structure at a distorted geometry. Source: OMol25; level of theory: the ωB97M-V functional and the def2-TZVPD basis.

Calculated values
F_max in eV/A: 2.4
Charge: +1
Energy relative to the best compared isomer or geometry (same formula, charge and spin) in kcal per mole: 1.5
2S+1: 1
E_LUMO in eV: -4.0
Energy in a.u.: -5276.094710

Each line ends with the Löwdin charge.
Geometry (Å):
1 Te -15.32 -12.37 0.45  1.23
2 Sc -14.52 -15.31 -0.85  0.53
3 Cl -12.05 -11.92 -4.69  0.72
4 Cl -16.48 -14.20 -2.64  0.72
5 S -12.49 -16.65 -1.79  0.60
6 S -10.45 -14.80 -0.60  0.64
7 S -13.51 -13.48 -2.26  0.53
8 Si -15.62 -13.02 4.02  0.39
9 Si -13.06 -9.85 0.30  0.34
10 O -15.86 -19.36 -2.61  0.20
11 O -10.58 -15.70 -3.11  -0.22
12 O -15.40 -17.25 -2.11  -0.05
13 O -12.52 -16.59 2.93  0.19
14 O -13.59 -15.46 1.30  -0.03
15 N -17.64 -16.39 -0.81  -0.02
16 N -16.68 -15.79 -0.10  -0.09
17 N -14.40 -17.67 0.20  0.09
18 C -13.72 -12.26 -4.76  -0.69
19 C -13.77 -17.81 1.38  -0.15
20 C -13.76 -12.99 4.20  -0.18
21 C -16.44 -12.13 5.47  -0.17
22 C -14.94 -20.01 0.26  0.04
23 C -16.49 -12.68 -4.89  -0.09
24 C -14.91 -18.79 -0.41  -0.13
25 C -17.31 -15.35 0.99  -0.16
26 C -16.20 -12.07 2.50  -0.51
27 C -15.41 -18.44 -1.77  -0.43
28 C -15.85 -11.88 -5.83  -0.06
29 C -18.84 -16.35 -0.20  -0.05
30 C -16.03 -14.81 4.06  -0.19
31 C -13.27 -16.52 1.85  -0.43
32 C -14.34 -13.01 -3.75  -0.64
33 C -18.66 -15.68 0.98  -0.02
34 C -15.71 -13.24 -3.90  -0.60
35 C -14.49 -8.85 0.97  -0.19
36 C -14.31 -20.13 1.50  0.00
37 C -13.35 -11.60 0.86  -0.55
38 C -14.47 -11.69 -5.77  -0.10
39 C -11.43 -9.30 1.00  -0.17
40 C -9.30 -15.14 -3.37  -0.08
41 C -13.66 -19.04 2.03  0.06
42 C -13.07 -9.89 -1.52  -0.20
43 C -11.07 -15.60 -1.89  -1.32
44 H -16.75 -14.82 1.72  0.04
45 H -17.09 -14.99 3.86  0.03
46 H -17.51 -11.98 5.34  0.03
47 H -12.26 -10.55 -1.92  0.04
48 H -15.41 -20.85 -0.21  0.12
49 H -17.45 -16.66 -1.78  0.13
50 H -13.42 -13.59 5.05  0.05
51 H -14.33 -21.09 2.00  0.13
52 H -10.63 -9.92 0.56  0.04
53 H -13.19 -11.70 1.95  0.00
54 H -13.47 -11.94 4.35  0.04
55 H -9.17 -15.21 -4.45  0.10
56 H -16.22 -12.60 6.45  0.04
57 H -15.78 -20.26 -2.26  0.13
58 H -11.42 -9.44 2.08  0.02
59 H -8.54 -15.76 -2.87  0.10
60 H -15.44 -15.39 3.32  0.02
61 H -12.66 -12.31 0.39  -0.01
62 H -13.31 -13.37 3.28  0.01
63 H -12.19 -15.71 3.20  0.16
64 H -14.41 -8.96 2.06  0.03
65 H -19.38 -15.46 1.75  0.11
66 H -17.54 -12.85 -4.93  0.10
67 H -16.01 -11.13 5.46  0.03
68 H -15.77 -15.24 5.03  0.05
69 H -13.97 -10.36 -1.87  0.00
70 H -13.15 -19.09 2.98  0.13
71 H -19.71 -16.77 -0.68  0.13
72 H -9.25 -14.11 -3.04  0.07
73 H -13.00 -8.91 -2.01  0.05
74 H -13.99 -11.10 -6.55  0.11
75 H -15.43 -9.25 0.60  0.01
76 H -11.19 -8.22 0.82  0.05
77 H -16.41 -11.41 -6.62  0.11
78 H -16.13 -11.00 2.71  0.01
79 H -14.42 -7.80 0.71  0.04
80 H -17.25 -12.23 2.34  -0.01

[4]
A single C3H6Cl2N2O molecule at a distorted geometry. Source: OMol25; level of theory: the ωB97M-V functional and the def2-TZVPD basis.

Calculated values
F_max in eV/A: 3.2
Energy relative to the best compared isomer or geometry (same formula, charge and spin) in kcal per mole: 0.0
2S+1: 1
E_LUMO in eV: 0.7
Energy in a.u.: -1223.018247

Each line ends with the Löwdin charge.
Geometry (Å):
1 Cl 2.85 0.16 0.85  0.66
2 Cl -0.27 2.03 0.25  0.43
3 O -0.20 -0.85 -1.42  -0.01
4 N 2.06 0.65 -1.72  0.12
5 N -1.64 -0.22 0.81  0.02
6 C -0.35 0.18 0.82  -0.63
7 C 1.83 0.24 -0.57  -0.78
8 C 0.48 -0.58 -0.26  -0.44
9 H 0.03 0.44 1.89  0.12
10 H 2.74 1.37 -1.98  0.09
11 H -0.13 -0.19 -2.10  0.09
12 H -1.89 -0.67 -0.04  0.08
13 H 0.67 -1.51 0.15  0.11
14 H -2.34 -0.19 1.57  0.13

[5]
A 2-piece molecular cluster, H4NPS overall at a distorted geometry. Source: OMol25; level of theory: the ωB97M-V functional and the def2-TZVPD basis.

Calculated values
F_max in eV/A: 2.9
Energy relative to the best compared isomer or geometry (same formula, charge and spin) in kcal per mole: 62.2
2S+1: 1
E_LUMO (spin up / spin down) in eV: -1.2 / -1.3
Energy in a.u.: -796.589764

Each line ends with the Löwdin charge.
Geometry (Å):
1 S -1.97 -0.51 0.13  0.18
2 P -0.68 1.17 -0.11  0.45
3 N 1.47 -0.25 -0.29  -0.11
4 H 1.79 0.42 -1.01  -0.09
5 H 1.24 -1.07 -0.86  -0.06
6 H -1.22 -1.37 0.81  -0.22
7 H -0.63 1.60 1.33  -0.15

[6]
C21H30Cl2IrN2OS5 as an isolated structure at a distorted geometry. Source: OMol25; level of theory: the ωB97M-V functional and the def2-TZVPD basis.

Calculated values
F_max in eV/A: 1.5
Charge: +2
Energy relative to the best compared isomer or geometry (same formula, charge and spin) in kcal per mole: 68.3
2S+1: 2
E_LUMO (spin up / spin down) in eV: -6.9 / -6.9
Energy in a.u.: -4018.025077

Each line ends with the Mulliken spin population.
Geometry (Å):
1 Ir -0.17 -0.14 -0.42  0.82
2 Cl -0.44 -3.72 1.94  -0.01
3 Cl 1.57 -2.76 -3.03  0.00
4 S -2.33 -0.85 -1.91  0.18
5 S 0.81 0.29 -2.77  0.03
6 S -2.09 1.96 -0.21  0.02
7 S 1.16 2.11 0.06  0.01
8 S -1.51 -0.64 1.66  0.00
9 O 2.32 -0.45 0.32  0.05
10 N -2.57 0.89 3.50  0.00
11 N 0.12 -2.05 -0.50  -0.07
12 C 0.58 -3.27 -0.54  0.00
13 C 0.93 -5.49 0.50  0.01
14 C 1.04 2.09 -2.74  0.00
15 C -2.66 1.71 4.58  0.00
16 C 2.60 -0.56 1.73  0.00
17 C -1.24 3.55 -0.36  0.00
18 C 1.83 -5.06 -1.71  0.01
19 C -1.41 0.52 2.92  0.01
20 C -0.61 0.17 -3.91  0.00
21 C 1.88 2.49 -1.55  0.00
22 C -2.94 1.91 -1.81  0.00
23 C 0.42 -4.22 0.55  -0.01
24 C 3.95 -1.19 1.99  0.00
25 C -1.53 2.21 5.14  0.00
26 C 1.64 -5.91 -0.62  -0.03
27 C -1.59 -0.92 -3.54  0.01
28 C 1.31 -3.79 -1.67  -0.03
29 C -0.30 1.87 4.57  0.00
30 C -3.52 0.53 -2.04  0.00
31 C 0.08 3.53 0.39  0.00
32 C -0.24 1.05 3.47  0.00
33 H -3.74 2.65 -1.79  0.00
34 H 4.18 -1.16 3.06  0.00
35 H 2.67 -1.25 -0.11  0.00
36 H 0.62 2.25 5.02  0.00
37 H 4.73 -0.64 1.46  0.00
38 H 0.06 2.57 -2.75  0.00
39 H 0.66 4.43 0.17  0.00
40 H 2.04 -6.91 -0.65  0.00
41 H 2.82 1.94 -1.55  0.00
42 H -1.09 3.76 -1.42  0.00
43 H -3.98 0.47 -3.03  0.01
44 H 1.57 2.37 -3.65  0.00
45 H 0.71 0.77 3.03  0.00
46 H -0.19 -0.08 -4.89  0.00
47 H 2.37 -5.39 -2.58  0.00
48 H 3.97 -2.23 1.67  0.00
49 H -1.08 1.15 -3.98  0.00
50 H 0.79 -6.15 1.34  0.00
51 H -2.40 -0.96 -4.26  0.00
52 H -1.60 2.85 6.01  0.00
53 H -3.42 0.48 3.11  0.00
54 H 2.56 0.45 2.12  0.00
55 H -2.23 2.19 -2.58  0.00
56 H -1.08 -1.89 -3.54  0.00
57 H 1.80 -1.16 2.20  0.00
58 H -4.28 0.30 -1.29  0.00
59 H -1.89 4.33 0.05  0.00
60 H 2.10 3.56 -1.57  0.00
61 H -3.66 1.92 4.94  0.00
62 H -0.08 3.49 1.47  0.00

[7]
A 13-piece molecular cluster, C26H78O26 overall at a distorted geometry. Source: OMol25; level of theory: the ωB97M-V functional and the def2-TZVPD basis.

Calculated values
F_max in eV/A: 3.0
Energy relative to the best compared isomer or geometry (same formula, charge and spin) in kcal per mole: 135.3
2S+1: 1
E_LUMO in eV: 0.3
Energy in a.u.: -2993.279965

Each line ends with the Löwdin charge.
Geometry (Å):
1 O -1.04 3.35 2.17  -0.11
2 O -0.20 -3.50 -2.47  -0.08
3 O -3.46 -2.48 0.20  -0.05
4 O -5.46 -3.34 -1.39  -0.06
5 O -0.56 0.61 -1.48  -0.05
6 O -5.14 1.62 1.59  -0.07
7 O -2.66 4.70 -4.14  -0.07
8 O -0.27 -5.95 -3.51  -0.04
9 O -2.66 2.49 -2.37  -0.06
10 O 0.22 -4.04 2.48  -0.10
11 O 0.24 0.89 -4.03  -0.07
12 O -0.29 -0.87 1.73  -0.07
13 O 2.64 0.41 -1.65  -0.07
14 O 1.91 5.85 -1.16  -0.08
15 O -3.73 -0.46 2.93  -0.09
16 O 4.83 -1.67 3.29  -0.07
17 O 0.50 0.21 -6.80  -0.07
18 O 5.67 0.05 -1.25  -0.04
19 O 1.19 -4.05 -0.08  -0.08
20 O 2.13 -0.97 2.98  -0.08
21 O 4.36 -3.64 -1.67  -0.06
22 O -0.34 4.28 -1.72  -0.06
23 O 2.11 -5.19 5.21  -0.09
24 O 1.65 4.51 5.11  -0.04
25 O -0.75 6.33 2.80  -0.06
26 O 1.64 2.72 2.58  -0.09
27 C -2.20 3.39 -4.51  -0.21
28 C -0.50 0.14 0.72  -0.21
29 C 3.01 -0.05 3.59  -0.21
30 C -5.73 0.84 2.68  -0.19
31 C -5.13 -0.60 2.82  -0.22
32 C 4.22 -0.80 4.27  -0.18
33 C 3.01 -3.47 -1.48  -0.30
34 C -3.03 2.38 -3.70  -0.23
35 C -0.46 -0.46 -0.63  -0.26
36 C 1.75 -5.35 3.87  -0.19
37 C -5.56 -2.06 -0.93  -0.27
38 C 0.98 3.77 -1.82  -0.24
39 C 3.36 0.65 -0.44  -0.21
40 C 4.63 -0.20 -0.33  -0.23
41 C -0.10 -0.42 -4.34  -0.24
42 C -1.81 4.45 1.59  -0.19
43 C -0.34 -0.56 -5.88  -0.18
44 C -1.33 -5.03 -3.72  -0.25
45 C -1.50 -4.03 -2.58  -0.24
46 C 0.58 -4.23 3.83  -0.18
47 C -4.15 -1.61 -0.67  -0.26
48 C 2.64 3.79 4.48  -0.27
49 C 2.54 3.72 2.93  -0.23
50 C 1.99 4.43 -0.90  -0.20
51 C 2.60 -4.39 -0.36  -0.16
52 C -1.22 5.84 1.56  -0.23
53 H 1.44 -6.37 3.66  0.12
54 H -0.40 5.89 0.85  0.10
55 H -0.37 5.63 3.34  0.06
56 H -0.21 3.20 1.71  0.03
57 H 0.39 -1.14 -0.73  0.13
58 H 2.81 -1.45 2.49  0.08
59 H -4.24 -0.63 -0.21  0.11
60 H -3.18 -1.14 2.54  0.07
61 H -0.34 -4.54 4.32  0.12
62 H -5.61 1.46 3.56  0.11
63 H 0.31 0.86 0.79  0.11
64 H 3.40 -4.44 0.38  0.12
65 H -1.23 -4.32 -4.54  0.11
66 H -0.61 -1.59 -6.15  0.11
67 H 0.70 -1.06 -3.96  0.12
68 H -5.34 -1.26 3.67  0.12
69 H -2.68 4.30 2.23  0.12
70 H -4.21 1.59 1.81  0.06
71 H -1.88 -4.42 -1.64  0.12
72 H 3.52 3.32 2.68  0.12
73 H 3.02 4.26 -1.22  0.13
74 H -6.27 -2.08 -0.11  0.12
75 H -1.98 6.57 1.27  0.13
76 H 0.85 1.23 -4.69  0.10
77 H -0.36 -3.30 2.32  0.08
78 H 2.71 -5.38 -0.81  0.12
79 H -0.99 3.61 -1.94  0.04
80 H 3.80 -1.33 5.13  0.12
81 H -0.10 0.30 -7.54  0.08
82 H -2.12 3.19 -5.58  0.11
83 H -5.99 -1.56 -1.79  0.13
84 H 4.75 -2.60 3.50  0.09
85 H 3.61 4.27 4.62  0.12
86 H 4.95 -0.07 0.70  0.11
87 H -2.58 -2.13 0.37  0.06
88 H 2.71 0.64 0.43  0.10
89 H 0.50 -5.73 -4.03  0.08
90 H 2.53 -3.72 -2.43  0.12
91 H 2.85 -2.39 -1.43  0.10
92 H 2.60 -5.18 3.21  0.11
93 H 3.28 0.68 2.83  0.10
94 H -3.60 -1.45 -1.59  0.11
95 H -2.03 5.13 -3.56  0.07
96 H -1.15 3.49 -4.25  0.10
97 H 4.40 -1.26 -0.46  0.10
98 H -2.69 1.64 -1.91  0.08
99 H 0.16 -3.61 -1.59  0.03
100 H 3.67 1.69 -0.54  0.11
101 H 0.86 2.70 -1.62  0.09
102 H -0.50 0.26 -2.37  0.04
103 H 1.11 2.70 3.38  0.08
104 H 2.75 2.84 5.01  0.12
105 H -2.82 1.40 -4.12  0.10
106 H -0.94 -0.85 -3.79  0.12
107 H -1.43 0.68 0.93  0.12
108 H 1.59 -5.74 5.80  0.09
109 H 2.41 0.45 4.36  0.11
110 H 1.37 3.81 -2.84  0.12
111 H 4.63 -3.16 -2.46  0.09
112 H -5.08 -3.88 -0.69  0.09
113 H -6.78 0.61 2.49  0.11
114 H -1.29 -0.06 -6.09  0.10
115 H 5.00 -0.20 4.74  0.11
116 H -4.11 2.51 -3.80  0.12
117 H 0.99 6.13 -1.20  0.06
118 H 2.31 4.71 2.53  0.13
119 H -1.41 -0.99 -0.59  0.10
120 H 0.82 -3.28 4.30  0.11
121 H 2.07 5.08 5.75  0.10
122 H -2.30 -3.33 -2.80  0.10
123 H -2.23 -5.55 -4.04  0.12
124 H 1.68 4.27 0.13  0.10
125 H 1.06 -4.02 0.87  0.03
126 H -5.32 -1.09 1.87  0.09
127 H 5.50 -0.60 -1.93  0.08
128 H 1.77 0.82 -1.61  0.03
129 H -1.94 3.96 0.63  0.11
130 H 0.62 -0.94 2.03  0.03

| no. | M (u) |
| --- | --- |
| 1 | 798.698 |
| 2 | 413.879 |
| 3 | 867.433 |
| 4 | 157.000 |
| 5 | 81.080 |
| 6 | 749.942 |
| 7 | 806.884 |